1.
C14H15N3O3 | ωB97M-V with the def2-TZVPD basis set

Spin multiplicity   1
Total charge   0
Gap between HOMO and LUMO   8.64 eV
Energy above the lowest of the compared OMol25 structures with the same formula, charge and spin   0.00 kJ/mol
LUMO energy   0.49 eV
Structure (SMILES)   CCCC(=O)Nc1ccc(NC(=O)c2ccco2)cn1

Each line ends with the natural charge from an NBO analysis.
Positions of all 35 atoms, in Å:
C -1.638 4.055 3.675  -0.600
C -0.185 4.326 3.295  -0.404
C 0.796 3.279 3.851  -0.502
C 1.295 2.268 2.833  0.693
O 2.465 1.976 2.726  -0.607
N 0.300 1.719 2.078  -0.619
C 0.386 0.772 1.067  0.354
C 1.576 0.172 0.655  -0.277
C 1.506 -0.761 -0.358  -0.172
C 0.273 -1.074 -0.933  0.073
N 0.231 -2.025 -1.950  -0.584
C -0.851 -2.470 -2.655  0.630
O -1.993 -2.084 -2.508  -0.594
C -0.496 -3.499 -3.646  0.147
C -1.302 -4.167 -4.532  -0.227
C -0.460 -5.047 -5.245  -0.317
C 0.793 -4.853 -4.747  0.114
O 0.787 -3.922 -3.782  -0.407
C -0.855 -0.411 -0.446  0.030
N -0.791 0.480 0.523  -0.446
H -2.281 4.833 3.269  0.216
H -1.751 4.052 4.757  0.206
H -1.994 3.098 3.297  0.191
H -0.090 4.381 2.208  0.207
H 0.090 5.306 3.689  0.213
H 0.323 2.724 4.666  0.224
H 1.683 3.764 4.260  0.239
H -0.651 2.027 2.233  0.414
H 2.510 0.438 1.120  0.264
H 2.405 -1.252 -0.706  0.210
H 1.124 -2.437 -2.191  0.410
H -2.358 -4.032 -4.642  0.245
H -0.746 -5.728 -6.020  0.234
H 1.737 -5.301 -4.987  0.207
H -1.835 -0.607 -0.851  0.235

Force components x, y, z for each atom (eV/Å):
0.1558 0.1806 -0.1322
-0.1099 -0.0334 0.1456
0.1940 0.1638 -0.0638
-0.1886 0.2302 0.3383
0.2993 -0.1080 -0.0746
-0.3262 0.1847 0.1351
0.0664 -0.3829 -0.3961
0.0045 0.0387 0.0450
-0.4629 0.0153 -0.0785
0.0378 0.3943 0.4223
0.2870 -0.3012 -0.2626
0.4061 0.0642 0.1535
-0.0376 -0.0611 -0.0703
-1.0270 -0.4567 -0.7128
0.3810 0.5706 0.6804
0.5847 -0.0107 0.1265
-0.3743 -0.4809 -0.5916
0.1672 0.3115 0.3646
-0.0882 -0.3278 -0.3612
0.2101 0.4094 0.4728
-0.1354 0.0017 -0.0137
-0.0449 -0.0447 0.0906
-0.1100 -0.1036 0.0007
0.0366 0.0873 0.0090
0.0295 -0.0155 -0.0775
0.0157 -0.0165 0.0583
-0.0270 -0.1467 -0.0469
0.1581 -0.0293 -0.0043
0.0206 0.0109 0.0191
0.0921 -0.0314 -0.0177
-0.2206 0.0278 -0.0116
-0.2242 0.0849 0.0381
0.0172 -0.1629 -0.1649
0.1594 0.0083 0.0444
0.0536 -0.0708 -0.0638

=====

2.
C6H8N | ωB97M-V with the def2-TZVPD basis set

Spin multiplicity   1
Total charge   +1
Gap between HOMO and LUMO   9.61 eV
Energy above the lowest of the compared OMol25 structures with the same formula, charge and spin   418.51 kJ/mol
LUMO energy   -4.62 eV
Structure (SMILES)   C=C=[N+]1CC=CC1

Each line ends with the natural charge from an NBO analysis.
Positions of all 15 atoms, in Å:
C -1.197 -0.801 2.354  -0.475
C -0.667 -0.400 1.288  0.524
N -0.274 -0.012 0.198  -0.271
C -0.040 -0.961 -0.927  -0.244
C 0.815 -0.081 -1.833  -0.157
C 0.873 1.153 -1.356  -0.186
C 0.368 1.285 0.048  -0.233
H -0.916 -1.488 3.104  0.305
H -2.088 -0.519 2.838  0.307
H 0.478 -1.876 -0.755  0.242
H -0.856 -1.231 -1.450  0.235
H 1.234 -0.410 -2.690  0.240
H 1.476 2.004 -1.780  0.256
H 1.079 1.293 0.786  0.225
H -0.284 2.044 0.175  0.231

Force components x, y, z for each atom (eV/Å):
-0.4174 -0.6591 1.6384
-1.1320 -0.4687 0.9451
0.2823 -1.3688 -0.9023
2.9795 1.8487 -0.9758
-1.8965 1.5619 3.1339
2.2756 1.2082 -0.3595
0.7064 -2.0054 -2.7465
1.9814 -0.8375 0.3522
-1.9045 1.0535 -0.7899
0.4710 -0.5478 1.3841
-3.4564 -0.5915 -1.3047
1.1115 -1.0773 -2.7033
-0.8780 -1.0873 0.2626
2.2612 0.6070 1.5526
-2.3840 2.3640 0.5131

=====

3.
C34H35N6O4PPdS | ωB97M-V with the def2-TZVPD basis set

Spin multiplicity   1
Total charge   -2
Gap between HOMO and LUMO (alpha / beta)   1.99 / 2.00 eV
LUMO energy (alpha / beta)   3.50 / 3.50 eV

Each line ends with the Löwdin charge.
Positions of all 82 atoms, in Å:
Pd -1.758 -17.605 -6.889  0.980
N -6.262 -24.153 -13.267  0.068
C -5.977 -23.282 -12.533  -0.243
C -5.520 -22.280 -11.630  -0.299
C -5.086 -22.680 -10.383  -0.074
C -4.649 -21.747 -9.468  -0.044
C -4.477 -20.410 -9.843  -0.188
C -4.897 -20.027 -11.117  -0.059
C -5.493 -20.917 -11.996  -0.046
C -3.630 -19.507 -8.989  -0.140
C -4.175 -19.165 -7.692  -0.246
C -5.492 -19.489 -7.195  -0.117
C -5.755 -18.649 -6.130  -0.190
C -4.616 -17.871 -5.917  -0.263
N -3.677 -18.119 -6.888  -0.111
C -2.501 -18.837 -9.547  -0.266
C -1.959 -18.833 -10.878  -0.125
C -0.784 -18.096 -10.919  -0.168
C -0.605 -17.668 -9.603  -0.228
N -1.581 -18.146 -8.755  -0.118
H -4.987 -23.702 -10.085  0.096
H -4.311 -22.082 -8.508  0.108
H -4.769 -19.009 -11.469  0.109
H -5.864 -20.577 -12.968  0.104
H -6.172 -20.216 -7.565  0.062
H -6.674 -18.601 -5.558  0.062
H -4.488 -17.081 -5.197  0.050
H -2.474 -19.281 -11.707  0.056
H -0.106 -17.934 -11.729  0.052
H 0.153 -16.979 -9.218  0.054
N -0.363 -13.657 -6.397  0.155
C -0.466 -13.112 -7.688  -0.167
C 0.431 -12.419 -8.496  -0.040
C 0.063 -12.237 -9.850  -0.134
C -1.166 -12.666 -10.327  -0.124
C -2.153 -13.282 -9.517  0.002
C -1.774 -13.530 -8.181  -0.222
N -2.409 -14.270 -7.218  0.171
C -1.522 -14.371 -6.224  -0.285
C -1.663 -15.206 -5.011  -0.259
C -1.384 -14.830 -3.707  -0.341
S -1.477 -16.185 -2.602  0.948
C -1.844 -17.211 -3.978  -0.436
N -1.953 -16.586 -5.135  -0.114
H 0.535 -13.989 -6.033  0.088
H 1.385 -12.080 -8.106  0.098
H 0.789 -11.759 -10.560  0.101
H -1.411 -12.607 -11.397  0.093
H -3.121 -13.571 -9.854  0.097
H -1.083 -13.814 -3.462  0.075
H -1.891 -18.307 -3.880  0.089
C 2.994 -15.308 -10.359  -0.024
C 3.410 -16.006 -9.087  -0.552
C 3.883 -17.396 -9.360  -0.033
C 4.297 -15.188 -8.151  -0.030
O 2.054 -16.182 -8.373  -0.201
P 1.711 -16.405 -6.841  0.262
O 1.822 -15.155 -6.028  -0.304
O 0.343 -17.080 -6.812  -0.366
O 2.819 -17.453 -6.390  -0.192
C 3.264 -17.782 -5.024  -0.596
C 3.882 -19.142 -5.275  -0.033
C 4.216 -16.734 -4.481  -0.035
C 2.005 -17.935 -4.175  -0.040
H 3.880 -15.247 -11.000  0.085
H 2.649 -14.300 -10.083  0.084
H 2.186 -15.842 -10.862  0.094
H 4.766 -17.327 -9.953  0.072
H 3.151 -17.942 -9.906  0.086
H 4.137 -17.997 -8.470  0.086
H 5.189 -14.868 -8.710  0.083
H 4.658 -15.808 -7.312  0.070
H 3.797 -14.325 -7.713  0.079
H 4.689 -19.104 -5.978  0.073
H 3.126 -19.846 -5.676  0.109
H 4.229 -19.511 -4.354  0.061
H 5.138 -16.648 -5.109  0.087
H 4.533 -17.051 -3.477  0.082
H 3.773 -15.729 -4.465  0.079
H 1.335 -18.651 -4.584  0.078
H 1.536 -16.949 -4.011  0.084
H 2.318 -18.315 -3.214  0.078

Force components x, y, z for each atom (eV/Å):
-0.1250 0.7918 -0.8145
0.2350 1.3934 1.1215
-0.1543 -1.3774 -1.3077
-0.8965 -0.0489 -1.5489
0.4608 0.6408 1.6104
-0.5154 -0.3912 -0.5348
2.4424 1.5208 1.6377
-0.6423 0.0701 -1.4209
0.5216 -0.1289 0.4666
-1.7476 -1.0966 -0.3167
-0.8665 0.7705 0.0325
1.6160 0.1558 -0.6345
0.6833 0.6364 1.0598
-0.6199 0.3031 0.3897
-0.1128 -1.7055 -0.8630
1.4958 0.3771 -0.6935
-1.9709 -0.8454 0.5833
0.0437 0.4898 2.0118
1.2491 0.7994 0.1968
-0.7162 -0.6090 -1.7469
-0.3276 -0.6600 -0.1989
0.2208 0.0198 0.3963
0.0430 0.0283 0.3484
0.1315 -0.2387 0.3099
-0.2594 -0.4236 -0.5384
0.1224 0.0314 0.0488
0.0490 0.0913 -0.0129
0.0393 -0.1816 -0.2225
0.1456 0.1993 -0.3860
-0.3486 -0.6287 -0.2230
-0.8655 0.6994 -1.2652
-1.1667 -0.6933 -0.3479
-0.3370 -0.1250 -0.5759
1.1367 0.4237 0.4768
-1.7314 -0.7586 -0.3446
2.0369 0.7650 1.0146
1.4369 0.5522 -0.0878
0.8364 -0.4014 1.5670
-0.8488 0.1824 -0.8305
-0.0083 -1.1342 1.2931
-0.1880 -0.2292 -1.2999
-0.0278 0.3370 -1.6486
-0.0724 0.4738 -0.4450
0.8969 0.3545 2.1740
0.2748 -0.3602 0.0589
0.0000 -0.0934 -0.1342
-0.7657 -0.4950 0.8064
0.2845 0.2676 0.4668
-0.3676 -0.2806 -0.4019
-0.1740 -0.4178 0.3298
-0.2662 0.7781 -0.1048
0.3397 0.6678 0.3383
-2.4942 -0.1674 2.1144
0.6928 -0.4608 0.8967
0.7922 -0.4710 -0.2203
1.3138 0.2141 -0.7096
-2.4255 -0.5862 -0.0633
0.5719 0.4700 0.3702
1.1748 0.6155 0.1880
1.0593 -0.0269 0.2854
-1.5298 -0.0875 -1.7536
-0.9486 -0.0406 -0.3012
0.8763 0.1377 -0.3882
0.9539 1.1063 0.7958
-0.1757 0.1399 -0.1541
0.0426 -0.2516 -0.3432
0.1140 -0.0203 0.1044
0.8994 -0.0431 -0.6574
-0.7267 -0.3576 -0.4937
-0.2385 0.5574 -0.1406
-0.1240 0.1014 0.0910
-0.2700 0.1599 -0.3742
-0.1719 -0.0121 -0.2606
0.5510 0.2057 -0.4203
0.2961 0.4960 0.2237
0.6714 -0.7724 1.2953
-0.6698 -0.2622 0.3770
-0.0773 0.2384 -0.1188
-0.1509 -0.4241 0.1153
-0.6891 -0.3546 -0.6411
-0.0191 -0.4932 -0.2208
0.0822 -0.1073 0.6142

=====

4.
C9H7ClN2S | ωB97M-V with the def2-TZVPD basis set

Spin multiplicity   1
Total charge   0
Gap between HOMO and LUMO   8.24 eV
Energy above the lowest of the compared OMol25 structures with the same formula, charge and spin   130.56 kJ/mol
LUMO energy   0.66 eV
Structure (SMILES)   S=c1[nH]ccn1-c1ccccc1Cl

Each line ends with the natural charge from an NBO analysis.
Positions of all 20 atoms, in Å:
S 1.933 -1.635 -1.200  -0.270
C 1.850 -0.353 -0.181  0.233
N 2.927 0.337 0.326  -0.550
C 2.454 1.218 1.234  -0.072
C 1.159 1.083 1.384  -0.089
N 0.746 0.102 0.498  -0.400
C -0.589 -0.284 0.190  0.131
C -0.899 -1.588 0.614  -0.199
C -2.197 -1.950 0.623  -0.178
C -3.299 -0.953 0.453  -0.184
C -2.866 0.253 -0.094  -0.202
C -1.472 0.628 -0.262  -0.074
Cl -1.074 2.156 -0.930  0.050
H 3.781 0.287 -0.208  0.443
H 3.172 1.883 1.796  0.232
H 0.271 1.433 1.897  0.242
H -0.102 -2.239 0.951  0.248
H -2.431 -2.927 0.863  0.207
H -4.255 -1.248 0.544  0.212
H -3.643 0.925 -0.377  0.221

Force components x, y, z for each atom (eV/Å):
0.0567 -0.4595 -0.9397
0.0192 -0.6984 0.5193
-1.3470 -1.1470 -1.5262
3.3101 3.1091 2.5734
-3.3014 -0.4262 -0.1408
1.7518 -0.3136 -1.8487
2.1967 -0.3582 1.5080
-0.2768 0.8281 -0.4365
-2.6076 2.4859 0.2493
7.2849 -0.3143 -1.6528
0.0936 -0.3846 0.3611
-3.1569 -0.8802 0.3470
0.1502 0.0211 0.0954
0.1387 0.2116 0.5205
-1.1695 -0.8482 -0.7721
1.0131 0.8820 0.7127
-0.0613 0.0338 -0.2732
-0.6574 -1.8683 0.6325
-3.2432 -0.6734 0.3198
-0.1939 0.8000 -0.2491